[1]
Computed, not measured: an isolated molecule of C17H17BrN2O6S at a distorted geometry, with wB97M-V/def2-TZVPD.

The geometry in XYZ format:
```
44
Properties=species:S:1:pos:R:3:forces:R:3
C 4.191 1.558 -2.677 -0.2 0.5 0.2
S 4.200 3.246 -2.014 0.0 0.1 -0.1
C 2.697 3.933 -2.787 0.5 -0.3 0.3
C 1.407 3.295 -2.278 0.0 -0.1 -0.1
C 0.784 2.294 -3.280 0.1 0.0 0.1
N -0.133 1.401 -2.612 -0.3 0.3 -0.4
C 0.287 0.238 -2.077 -0.3 0.1 -0.3
O 1.394 -0.228 -2.247 0.2 -0.1 0.1
C -0.772 -0.517 -1.313 -0.3 -0.1 -0.4
C -1.792 -1.123 -1.950 0.6 0.4 0.4
C -2.798 -1.957 -1.357 -0.8 -0.4 -0.8
C -3.853 -2.605 -1.957 0.7 0.4 0.3
C -4.537 -3.293 -0.932 0.2 0.0 0.6
C -3.862 -3.024 0.218 -0.8 -0.5 -0.2
O -2.811 -2.219 -0.023 0.4 0.3 0.0
N -0.539 -0.630 0.046 -0.2 -0.4 0.1
C 0.278 0.217 0.735 -0.2 0.0 0.1
O 0.813 1.191 0.241 0.0 -0.1 0.3
C 0.436 -0.139 2.149 0.9 0.9 0.6
C 1.196 0.458 3.124 -0.5 -0.3 -0.8
C 0.988 -0.280 4.308 -0.5 -0.6 -0.1
C 0.113 -1.270 3.961 0.2 0.1 0.6
Br -0.652 -2.636 4.969 0.1 0.1 -0.1
O -0.230 -1.204 2.670 -0.2 -0.2 -0.1
C 0.025 3.066 -4.339 -0.3 -0.2 0.1
O -1.160 3.261 -4.317 -0.1 0.0 0.1
O 0.826 3.543 -5.292 0.5 0.1 -0.4
H 4.188 1.601 -3.763 0.0 -0.1 -0.1
H 3.337 1.004 -2.300 0.0 -0.1 -0.1
H 5.109 1.093 -2.332 0.1 -0.1 0.0
H 2.735 4.991 -2.532 0.0 0.0 -0.1
H 2.799 3.831 -3.867 0.0 0.1 0.0
H 0.667 4.066 -2.051 -0.1 0.0 0.0
H 1.601 2.748 -1.352 -0.1 0.1 -0.1
H 1.568 1.687 -3.740 -0.1 0.1 0.0
H -1.048 1.769 -2.403 0.0 -0.2 0.1
H -1.877 -1.000 -3.018 0.1 0.0 -0.1
H -4.100 -2.586 -2.998 0.0 0.1 -0.2
H -5.410 -3.904 -1.036 -0.2 -0.1 0.1
H -4.017 -3.332 1.233 0.1 0.0 0.2
H -1.048 -1.349 0.547 0.2 0.2 0.0
H 1.824 1.315 2.992 0.1 0.2 -0.1
H 1.415 -0.111 5.274 0.0 0.0 0.2
H 0.323 4.071 -5.934 -0.2 -0.1 0.3
```
Positions in Å, forces in eV/Å.

Output
ΔE to the lowest compared entry with this formula, charge and spin   0.0 kcal per mole
Structure (SMILES)   CSCC[C@@H](NC(=O)/C(=C/c1ccco1)NC(=O)c1ccc(Br)o1)C(=O)O

Atomic partial charges in e from the natural (NBO) method, atoms 1 to 2: -0.755 0.175

---

[2]
Computed, not measured: a structure of composition C17H17CdClO3S at a distorted geometry, with wB97M-V/def2-TZVPD.

The geometry in XYZ format:
```
40
Properties=species:S:1:pos:R:3:forces:R:3
C 1.639 -2.852 0.029 -0.2 0.2 -1.0
C 1.786 -2.511 -1.335 -0.1 -0.1 0.6
C 0.496 -2.136 -1.856 0.1 -0.3 0.6
H 2.705 -2.534 -1.912 -0.1 0.2 0.2
C -0.449 -2.348 -0.786 0.7 -0.2 0.0
C 0.262 -2.727 0.373 -0.4 -0.1 -0.7
H -0.179 -2.941 1.346 0.1 0.1 -0.2
H 2.431 -3.192 0.692 -0.1 0.2 -0.1
H 0.243 -1.991 -2.908 0.1 -0.2 0.1
H -1.521 -2.320 -0.913 0.2 0.2 0.1
Cd 0.578 0.263 -1.568 -0.1 -1.1 -0.6
Cl 2.794 0.735 -2.133 0.8 0.4 0.8
C 0.880 1.881 -4.526 0.3 -0.6 -0.4
C -0.349 1.245 -4.871 0.4 -0.5 -0.1
C -0.037 0.030 -5.561 0.4 0.4 0.2
H -1.350 1.642 -4.683 0.3 -0.2 0.0
C 1.385 -0.081 -5.640 -0.4 0.9 0.2
C 1.951 1.061 -5.002 -1.0 0.0 -0.6
H 3.015 1.271 -4.904 -0.3 -0.1 0.1
H 0.997 2.835 -4.010 -0.1 -0.3 -0.1
H -0.758 -0.671 -5.990 0.2 0.2 0.2
H 1.951 -0.878 -6.125 -0.2 0.1 0.2
C -0.107 1.410 6.232 0.2 -0.1 0.2
C -0.498 1.105 4.815 -0.1 -0.2 -0.5
C -1.159 -0.084 4.490 -0.2 0.2 -0.3
C -1.654 -0.291 3.201 0.2 0.3 0.0
C -1.431 0.665 2.208 -0.1 0.1 0.3
C -0.698 1.816 2.496 -0.1 -0.2 0.3
C -0.228 2.018 3.792 -0.2 -0.1 0.2
S -2.175 0.429 0.592 1.7 -0.2 -0.9
O -2.457 -0.988 0.512 -0.6 0.9 0.3
O -3.284 1.342 0.503 -0.3 0.1 0.1
O -1.064 0.876 -0.341 -1.2 0.0 1.0
H -0.983 1.461 6.891 0.1 0.1 -0.1
H 0.547 0.638 6.650 0.0 0.0 -0.1
H 0.426 2.363 6.274 -0.1 -0.1 0.1
H -1.293 -0.845 5.256 -0.1 0.1 -0.1
H -2.237 -1.165 2.929 0.2 0.0 0.1
H -0.522 2.563 1.731 0.0 -0.2 -0.1
H 0.347 2.905 4.050 -0.1 0.0 -0.2
```
Positions in Å, forces in eV/Å.

Output
ΔE to the lowest compared entry with this formula, charge and spin   8.6 kcal per mole
Charge   -2

Atomic partial charges in e from the natural (NBO) method, atoms 1 to 2: -0.342 -0.315

---

[3]
Computed, not measured: a structure of composition C17H17Cl2HgNO at a distorted geometry, with wB97M-V/def2-TZVPD.

The geometry in XYZ format:
```
39
Properties=species:S:1:pos:R:3:forces:R:3
C 0.857 -1.691 -2.522 0.7 -0.7 -1.0
C 0.188 1.426 -1.877 -3.6 1.3 0.5
C -0.515 -1.545 -1.981 0.2 0.0 2.0
H 0.689 -2.131 -3.499 0.7 -0.3 -0.9
C -1.231 1.333 -1.611 1.9 2.7 -1.3
H 0.758 2.075 -1.185 -0.3 -0.1 -0.8
H -0.852 -2.424 -1.422 0.2 0.2 -0.4
H -1.600 1.926 -0.754 0.1 -0.2 -0.6
C -1.591 -0.920 -2.800 -0.3 -0.5 -0.7
H -2.422 -1.639 -2.852 0.1 0.4 -0.1
H -1.192 -0.825 -3.808 -0.2 0.1 -0.4
C 1.743 -0.429 -2.677 -0.3 -0.1 -0.2
H 2.493 -0.613 -3.456 -0.1 0.1 0.1
H 2.300 -0.243 -1.743 -0.1 -0.1 -0.2
C 0.928 0.843 -3.027 0.7 0.0 -0.5
H 0.257 0.647 -3.867 0.1 0.1 0.1
H 1.630 1.629 -3.336 -0.1 -0.2 -0.2
C -2.182 0.460 -2.352 -0.3 0.2 0.0
H -2.534 1.033 -3.217 -0.1 -0.4 -0.1
H -3.063 0.282 -1.711 0.3 0.1 -0.2
Hg -0.093 -0.145 -0.404 1.1 -2.3 -0.6
H 1.424 -2.421 -1.919 -0.3 0.2 -0.3
Cl -1.286 -3.666 2.692 -0.4 -1.0 0.0
C -0.671 -2.145 3.022 1.1 2.4 1.2
C -0.397 -1.710 4.304 0.2 0.3 1.0
C 0.113 -0.453 4.609 -0.3 -0.3 -1.7
Cl 0.407 -0.027 6.223 0.2 0.2 1.1
C 0.388 0.482 3.564 -0.3 -0.9 1.3
C 0.902 1.776 3.768 0.1 0.2 -0.1
C 1.148 2.633 2.727 -0.2 -0.2 0.1
C 0.887 2.237 1.420 -0.7 -2.1 1.3
N 0.403 0.997 1.277 0.5 0.4 -0.4
C 0.126 0.083 2.246 0.2 0.4 0.7
C -0.417 -1.264 1.967 -0.5 -1.3 0.5
O -0.714 -1.783 0.846 -0.5 0.8 -0.3
H -0.593 -2.391 5.114 0.0 -0.1 0.3
H 1.105 2.096 4.773 0.1 0.1 0.3
H 1.533 3.605 2.882 0.3 0.8 0.4
H 1.073 2.900 0.585 -0.1 -0.4 -0.2
```
Positions in Å, forces in eV/Å.

Output
ΔE to the lowest compared entry with this formula, charge and spin   82.0 kcal per mole

Atomic partial charges in e from the natural (NBO) method, atoms 1 to 2: -0.431 -0.243

---

[4]
Computed, not measured: a cluster of 2 separate species, C17H17F3NO in total at a distorted geometry, with wB97M-V/def2-TZVPD.

The geometry in XYZ format:
```
39
Properties=species:S:1:pos:R:3:forces:R:3
F -2.431 -4.869 1.052 0.9 0.7 -0.7
C -1.477 -4.154 0.410 0.0 0.2 0.4
C -1.099 -4.494 -0.876 -0.3 -0.6 -0.6
C -0.131 -3.761 -1.541 0.1 0.0 -0.2
F 0.224 -4.085 -2.807 -0.4 0.2 1.2
C 0.459 -2.691 -0.911 0.6 0.3 -0.5
C 0.102 -2.303 0.397 -0.4 -0.6 -0.2
C 0.759 -1.174 0.947 -0.2 -0.1 0.4
C 0.669 -0.505 2.192 0.0 0.0 0.1
C 1.482 0.634 2.382 0.2 -0.1 -0.5
C 1.438 1.356 3.546 0.2 0.1 0.0
C 0.586 0.978 4.565 -0.2 0.1 0.5
C -0.213 -0.144 4.428 -0.4 -0.4 -0.1
F -1.053 -0.508 5.426 0.8 0.3 -0.9
C -0.163 -0.876 3.265 -0.6 -0.3 0.6
C -0.889 -3.077 1.032 -0.5 -0.2 0.6
H -1.571 -5.326 -1.364 -0.1 -0.3 -0.2
H 1.219 -2.149 -1.443 0.2 0.2 -0.2
H 1.470 -0.729 0.271 0.3 0.2 -0.2
H 2.153 0.930 1.594 0.1 0.1 -0.2
H 2.073 2.219 3.666 0.0 0.1 0.0
H 0.533 1.540 5.480 0.0 0.2 0.2
H -0.779 -1.746 3.230 -0.2 -0.2 0.0
H -1.237 -2.852 2.014 -0.2 0.0 0.3
C -0.128 2.279 -3.933 0.2 0.1 0.1
C -0.663 1.325 -2.866 -0.2 0.1 0.2
N 0.000 1.598 -1.589 0.7 -0.6 0.3
C -0.130 2.999 -1.188 -0.3 -0.1 0.0
C 0.390 3.901 -2.305 0.1 -0.2 -0.1
O -0.277 3.635 -3.532 -0.4 0.0 0.2
H 0.937 2.098 -4.112 0.1 -0.2 0.1
H -0.646 2.149 -4.891 0.0 0.1 0.3
H -1.744 1.468 -2.755 -0.2 0.1 -0.2
H -0.503 0.280 -3.157 0.1 0.2 0.0
H -0.313 0.953 -0.853 -0.1 0.6 -0.5
H -1.183 3.227 -0.992 -0.1 0.3 0.0
H 0.418 3.173 -0.254 0.1 0.0 -0.2
H 0.253 4.963 -2.065 -0.2 -0.3 -0.1
H 1.462 3.738 -2.464 0.1 -0.1 0.2
```
Positions in Å, forces in eV/Å.

Output
Total energy   -1087.2666 Eh
Charge   +1

Atomic partial charges in e from the natural (NBO) method, atoms 1 to 2: -0.286 0.389